(1)
DFT (ωB97M-V with the def2-TZVPD basis set) results for a molecular structure, C2H4N2S2 in a non-equilibrium geometry.

Summary:
charge	0
highest occupied orbital energy (spin up / spin down)	-8.63 / -8.63	eV
ΔE to the lowest compared entry with this formula, charge and spin	3.9170	eV
Kohn-Sham gap (spin up / spin down)	8.06 / 8.06	eV
LUMO energy (spin up / spin down)	-0.564 / -0.565	eV

Cartesian coordinates (Å):
C1 -1.2459 0.6638 0.4566
C2 0.5128 -0.7632 -0.8043
N1 -0.0314 0.6712 1.0657
N2 0.9013 0.0847 0.4318
S1 2.5291 0.0635 0.9303
S2 -1.2893 -0.4818 -0.9587
H1 -1.9228 0.3010 1.3610
H2 -1.3781 1.6982 0.0972
H3 1.1936 -0.4079 -1.9143
H4 0.7308 -1.8294 -0.6654

Forces on atoms 1 to 2 (eV/Å):
C -3.0 -0.6 1.0
C 1.2 1.5 -2.9

=====

(2)
DFT (ωB97M-V with the def2-TZVPD basis set) results for 6 unconnected molecules or ions with the total composition C33H61IO13PS5 in a non-equilibrium geometry.

Summary:
charge	+1
highest occupied orbital energy	-11.58	eV
Kohn-Sham gap	8.69	eV
LUMO energy	-2.895	eV

Cartesian coordinates (Å):
C1 -2.3793 2.5111 2.0097
C2 -1.9643 3.5487 2.4562
C3 -1.0752 4.5602 3.0417
C4 0.1700 4.8078 2.1454
C5 1.4890 4.9427 2.9172
P1 1.8906 3.4531 3.9146
C6 3.7094 3.2910 4.0226
C7 4.0423 2.2579 5.0976
O1 4.3473 2.5735 6.2120
C8 1.1552 2.0466 3.0439
C9 1.5344 0.6517 3.5444
O2 0.5807 -0.2377 2.9301
C10 0.0939 -1.1950 3.7643
O3 0.7711 -1.8635 4.4842
C11 1.3105 3.7676 5.6262
C12 0.8806 2.5714 6.4959
C13 0.7258 3.0762 7.9593
I1 -1.0200 1.7647 5.8942
H1 -2.7381 1.6918 1.4242
H2 -0.8194 4.2402 4.0528
H3 -1.6432 5.4866 3.1549
H4 0.0024 5.7571 1.6425
H5 0.2007 4.0594 1.3581
H6 2.3089 5.0360 2.2005
H7 1.4924 5.8038 3.5867
H8 4.0955 4.2506 4.3706
H9 4.1144 3.0172 3.0480
H10 3.9518 1.1891 4.8320
H11 1.5184 2.1246 2.0127
H12 0.0657 2.1089 2.9940
H13 2.5231 0.3311 3.2124
H14 1.4657 0.5258 4.6240
H15 -0.9962 -1.3107 3.7421
H16 0.5280 4.5251 5.6527
H17 2.1754 4.2114 6.1332
H18 1.6628 1.8163 6.5066
H19 1.1010 2.3378 8.6662
H20 1.2763 4.0031 8.1194
H21 -0.3216 3.2414 8.1974
C14 -4.8935 5.8339 -1.0267
C15 -5.1286 6.8741 0.0772
C16 -3.8101 7.0310 0.8456
S1 -2.5021 6.6424 -0.3254
O4 -1.8263 5.4431 0.1194
O5 -1.7557 7.8330 -0.6374
C17 -3.5753 6.2196 -1.6902
H22 -5.7094 5.8159 -1.7468
H23 -4.8105 4.8375 -0.5862
H24 -5.4079 7.8281 -0.3731
H25 -5.9364 6.5790 0.7447
H26 -3.6606 8.0436 1.2122
H27 -3.7382 6.3223 1.6699
H28 -3.1248 5.4162 -2.2685
H29 -3.6844 7.1110 -2.3071
C18 -5.5671 -2.4952 1.2938
C19 -6.4267 -1.2466 1.5296
C20 -5.5034 -0.0265 1.4193
S2 -4.1748 -0.5049 0.3053
O6 -2.9317 -0.5197 1.0471
O7 -4.2950 0.2303 -0.9280
C21 -4.7205 -2.1922 0.0618
H30 -6.1767 -3.3844 1.1460
H31 -4.9204 -2.6698 2.1566
H32 -7.2042 -1.1899 0.7658
H33 -6.9221 -1.2743 2.4986
H34 -6.0111 0.8407 1.0044
H35 -5.0550 0.2293 2.3781
H36 -3.8551 -2.8437 -0.0432
H37 -5.3199 -2.2134 -0.8481
C22 -0.5555 -0.6925 -1.7401
C23 0.3817 -0.5809 -2.9503
C24 0.2570 -1.8847 -3.7456
S3 -1.3987 -2.5066 -3.4332
O8 -1.2993 -3.7512 -2.7077
O9 -2.1951 -2.4030 -4.6296
C25 -1.8762 -1.2207 -2.2852
H38 -0.6898 0.2648 -1.2372
H39 -0.1426 -1.3990 -1.0160
H40 0.0751 0.2631 -3.5722
H41 1.4146 -0.4086 -2.6496
H42 0.3791 -1.7248 -4.8141
H43 0.9672 -2.6319 -3.3994
H44 -2.5194 -1.6392 -1.5208
H45 -2.4084 -0.4540 -2.8453
C26 4.0404 -3.5545 -7.3693
C27 4.6447 -4.7189 -6.5722
C28 5.1516 -4.1506 -5.2429
S4 4.1252 -2.7284 -4.8830
O10 4.9323 -1.5344 -4.9157
O11 3.2732 -3.0269 -3.7515
C29 3.1522 -2.7999 -6.3850
H46 3.4716 -3.9029 -8.2299
H47 4.8350 -2.8998 -7.7334
H48 3.8740 -5.4687 -6.3815
H49 5.4490 -5.2100 -7.1161
H50 5.0541 -4.8670 -4.4325
H51 6.1821 -3.8085 -5.3169
H52 2.9032 -1.7895 -6.7026
H53 2.2432 -3.3600 -6.1638
C30 2.5300 -6.3975 -2.0155
C31 1.8059 -7.5892 -2.6568
C32 2.7831 -8.2421 -3.6438
S5 4.4319 -7.9049 -3.0114
O12 5.1153 -7.0431 -3.9478
O13 5.0358 -9.1239 -2.5446
C33 3.9091 -6.9152 -1.6155
H54 1.9863 -6.0082 -1.1563
H55 2.6319 -5.5877 -2.7427
H56 1.5290 -8.3082 -1.8833
H57 0.8904 -7.2806 -3.1591
H58 2.6498 -9.3186 -3.7118
H59 2.7124 -7.7975 -4.6348
H60 4.6373 -6.1267 -1.4391
H61 3.8533 -7.5756 -0.7506

Forces on atoms 1 to 2 (eV/Å):
C -0.2 0.4 -0.4
C 0.7 -0.6 0.3

=====

(3)
DFT (ωB97M-V with the def2-TZVPD basis set) results for a molecular structure, C13H26IrN4O3PS in a non-equilibrium geometry.

Summary:
charge	+2
highest occupied orbital energy	-14.98	eV
ΔE to the lowest compared entry with this formula, charge and spin	0.0000	eV
Kohn-Sham gap	7.95	eV
LUMO energy	-7.028	eV

Cartesian coordinates (Å):
Ir1 0.0611 -0.7526 0.0846
C1 -1.6091 -4.4626 -1.2533
C2 -1.0212 -3.1336 -1.5769
N1 -1.2432 -2.6028 -2.7632
O1 -0.2983 -2.5703 -0.7070
H1 -2.2270 -4.8454 -2.0610
H2 -2.1966 -4.3819 -0.3393
H3 -0.8004 -5.1656 -1.0500
H4 -1.8166 -3.0707 -3.4467
H5 -0.8221 -1.7228 -3.0220
O2 0.9527 -3.2790 2.8994
C3 0.5686 -2.1680 3.0960
C4 0.3728 -1.4367 4.4256
C5 -0.0538 -0.0028 4.0461
C6 -0.0314 -0.0581 2.5519
O3 -0.2067 0.8481 1.6688
N2 0.2368 -1.2400 2.0788
H6 1.3131 -1.4745 4.9733
H7 -0.3742 -1.9688 5.0119
H8 0.6127 0.7734 4.4212
H9 -1.0583 0.2534 4.3870
C7 2.6481 -1.6009 -1.8570
P1 2.2498 -0.7063 -0.3515
C8 3.0081 0.9137 -0.4840
C9 3.1299 -1.5673 0.9618
H10 3.7334 -1.6627 -1.9498
H11 2.2404 -1.0873 -2.7279
H12 2.2308 -2.6061 -1.8069
H13 4.0838 0.7802 -0.6092
H14 2.8143 1.4952 0.4173
H15 2.6051 1.4512 -1.3422
H16 4.1680 -1.7254 0.6640
H17 2.6543 -2.5291 1.1572
H18 3.1042 -0.9730 1.8752
S1 -1.1735 0.3382 -1.6032
C10 -1.4805 2.0505 -1.3083
N3 -1.4127 2.6164 -0.1267
C11 -1.7579 4.0287 0.1127
C12 -2.7038 4.5128 -0.9715
C13 -2.1187 4.1848 -2.3326
N4 -1.8221 2.7459 -2.3791
H19 -1.0863 2.0675 0.6588
H20 -0.8424 4.6222 0.1320
H21 -2.2254 4.0954 1.0927
H22 -2.8570 5.5853 -0.8746
H23 -3.6675 4.0115 -0.8676
H24 -1.1967 4.7406 -2.5126
H25 -2.8194 4.4174 -3.1305
H26 -1.8649 2.2619 -3.2618

Forces on atoms 1 to 2 (eV/Å):
Ir -1.6 2.4 0.6
C 0.1 -0.1 0.1